The following is a DFT calculation (ωB97M-V/def2-TZVPD) of C46H46N2O9P4Ti as an isolated structure.

ORCA input file:
```
! wB97M-V def2-TZVPD RIJCOSX def2/J DEFGRID3
* xyz 2 1
Ti -0.35983 0.06605 -0.22196
C 2.74413 -0.37061 -2.27871
O 2.05607 -0.95930 -1.16541
C 1.89898 -2.30942 -1.21524
C 2.79229 -3.14552 -1.87982
C 2.63338 -4.51897 -1.81267
C 1.59236 -5.07154 -1.07671
C 0.69523 -4.24478 -0.42977
C 0.82478 -2.86069 -0.52021
N -0.13169 -1.98011 0.10350
N -1.04950 -2.62979 0.69487
C -2.00668 -2.11812 1.49668
C -2.01127 -0.79653 1.96772
O -1.10576 0.03438 1.48541
C -2.91942 -0.36292 2.95160
C -3.84401 -1.25429 3.41857
C -3.91233 -2.59799 2.96044
C -4.89253 -3.47886 3.47086
C -4.95450 -4.77246 3.03097
C -4.03901 -5.22146 2.06446
C -3.07814 -4.38700 1.55038
C -2.99130 -3.05594 1.99453
H 3.82321 -0.47665 -2.15651
H 2.40537 -0.82876 -3.20951
H 2.47835 0.68221 -2.27593
H 3.62037 -2.72586 -2.43210
H 3.33500 -5.15981 -2.32760
H 1.47773 -6.14281 -1.00529
H -0.10899 -4.66785 0.14909
H -2.87659 0.65771 3.30072
H -4.56232 -0.93196 4.16134
H -5.58847 -3.11263 4.21363
H -5.69994 -5.44890 3.42107
H -4.09144 -6.24468 1.71856
H -2.38939 -4.74783 0.80282
C 1.06474 3.01563 2.42958
C -0.21656 3.32670 1.65530
P -0.40092 2.78178 -0.08507
C -1.89610 3.68865 -0.58845
C -1.86232 5.08564 -0.50731
C -2.96085 5.83701 -0.88122
C -4.10798 5.20508 -1.34726
C -4.14182 3.82484 -1.44569
C -3.03844 3.07002 -1.07169
C 0.90421 3.57344 -1.05452
C 1.11141 3.13860 -2.36168
C 2.07084 3.74293 -3.15802
C 2.82911 4.79151 -2.65491
C 2.61737 5.24296 -1.36088
C 1.65582 4.64062 -0.56399
C 1.22904 1.55149 2.82189
P 1.75420 0.48896 1.43294
C 1.97156 -1.14863 2.18410
C 3.02834 -1.97294 1.80046
C 3.15477 -3.24410 2.33494
C 2.22535 -3.70901 3.25283
C 1.18250 -2.88698 3.65764
C 1.06157 -1.60969 3.13595
C 3.43151 1.07783 1.09183
C 3.77809 1.81082 -0.03364
C 5.07127 2.29191 -0.18927
C 6.02476 2.05565 0.78781
C 5.68359 1.34096 1.92829
C 4.39798 0.85561 2.08234
H 1.02935 3.60729 3.34728
H 1.95100 3.35981 1.88931
H -0.39002 4.40754 1.65228
H -1.08152 2.89602 2.17106
H -0.97105 5.60370 -0.17574
H -2.91981 6.91487 -0.81586
H -4.96786 5.79308 -1.63488
H -5.03059 3.32940 -1.81108
H -3.07746 1.99902 -1.15880
H 0.51755 2.32581 -2.76654
H 2.22418 3.40070 -4.17179
H 3.57689 5.26325 -3.27593
H 3.19759 6.06728 -0.97369
H 1.50396 5.01370 0.43861
H 2.00715 1.44804 3.58554
H 0.30039 1.16429 3.24204
H 3.76197 -1.62082 1.08811
H 3.98188 -3.87102 2.03264
H 2.32623 -4.70065 3.66895
H 0.47308 -3.23555 4.39473
H 0.25372 -0.98276 3.48818
H 3.04569 2.02836 -0.79865
H 5.32417 2.85587 -1.07568
H 7.03085 2.43011 0.66684
H 6.42045 1.15994 2.69831
H 4.15128 0.29470 2.97390
C -1.79593 -2.80748 -2.91558
C -2.27382 -1.37651 -3.14615
O -3.18743 -1.29820 -4.24042
P -3.24159 -0.74289 -1.73277
O -3.97031 -1.90163 -0.96800
O -4.34549 0.17583 -2.35278
O -2.35899 -0.03836 -0.73837
P -0.84516 -0.26911 -3.48674
O -1.54711 1.13761 -3.75430
O 0.00995 -0.77047 -4.55919
O -0.18852 -0.08492 -2.07616
H -2.65508 -3.47941 -2.90917
H -1.26298 -2.91937 -1.97403
H -1.11805 -3.09578 -3.72017
H -2.77784 -1.67704 -5.03135
H -4.80107 -2.21491 -1.35598
H -4.28002 0.22349 -3.32496
H -1.38683 1.50358 -4.63510
*
```

The frontier orbital gap comes out at 6.096 eV. For the LUMO energy, the calculation gives -6.74 eV.

The following is a DFT calculation (ωB97M-V/def2-TZVPD) of an isolated ion of composition C10H19N2 and charge +1.

ORCA input file:
```
! wB97M-V def2-TZVPD RIJCOSX def2/J DEFGRID3
* xyz 1 1
C -0.92310 -1.68622 -0.52871
C -1.45778 -0.40620 -0.95590
C 0.23273 0.83278 0.33402
C 1.37035 0.48492 -0.64458
C -1.16742 0.73426 0.09419
C 1.47935 -1.01481 -0.21304
C 2.53654 1.41144 -0.69216
C -1.72054 2.06512 -0.67402
C -1.91250 0.57128 1.43326
C 2.59973 -1.43532 0.73260
N 0.39421 -1.83438 -0.20904
N -1.73654 -2.76732 -0.25494
H -0.86947 -0.05820 -1.85262
H -2.56537 -0.52145 -1.09191
H 0.48532 1.05850 1.36833
H 0.84995 0.62555 -1.56167
H 3.12466 1.11811 -1.54087
H 3.25537 1.36641 0.08501
H 2.23938 2.39913 -0.74201
H -1.30856 2.88405 -0.17518
H -2.77565 2.01309 -0.60461
H -1.49385 2.19679 -1.74131
H -1.67802 1.47921 2.04362
H -1.42537 -0.35182 1.83654
H -2.95304 0.38517 1.32003
H 2.32686 -1.34735 1.80188
H 3.49884 -0.72908 0.49810
H 2.76408 -2.56671 0.58743
H 0.69734 -2.68409 0.31390
H -2.53140 -2.88961 -0.79406
H -1.26320 -3.65627 0.11309
*
```

The frontier orbital gap (alpha / beta) comes out at 7.264 / 7.643 eV. For the LUMO energy (alpha / beta), the calculation gives -3.90 / -3.27 eV.

The following is a DFT calculation (ωB97M-V/def2-TZVPD) of a 3-piece molecular cluster, C2H13N2O2 overall.

ORCA input file:
```
! wB97M-V def2-TZVPD RIJCOSX def2/J DEFGRID3
* xyz 2 2
N 0.66787 0.91339 -1.22844
C 0.98810 0.07473 -0.02150
C -0.20355 -0.80893 0.52093
N -0.95683 -1.42966 -0.53635
H -0.19368 0.51724 -1.62103
H 0.43870 1.90239 -1.07077
H 1.27667 0.81651 -2.04873
H 1.84594 -0.56568 -0.25610
H 1.45415 0.69343 0.74319
H 0.20905 -1.52827 1.24073
H -0.85042 -0.10447 1.05459
H -0.79474 -2.43600 -0.69593
H -1.95051 -1.15059 -0.58382
H -1.02212 1.57178 -4.14128
H -2.44162 1.96887 -3.57499
O -1.60257 1.54002 -3.37474
H 0.65829 -1.09087 5.74994
H 1.62280 -0.55330 4.65599
O 0.85447 -0.33059 5.18829
*
```

Its expectation value of S² is 0.75. The frontier orbital gap (alpha / beta) comes out at 8.803 / 2.713 eV. For the LUMO energy (alpha / beta), the calculation gives -7.74 / -13.72 eV.

Short version: DFT total energy = -130123.290, -13648.889, -9339.835 eV, in the order given.
Short version: energy relative to the best compared isomer or geometry (same formula, charge and spin) = 0.0, 389.1, 157.2 kJ/mol, in the order given.